Model w:
Density functional theory data (ωB97M-V/def2-TZVPD) for 2 unconnected molecules or ions with the total composition CH3Cl2P.

Each line ends with the Mulliken charge.
Element x y z (Å)
C (1.459, 0.002, -0.021)  -0.536
P (-3.379, -0.638, 0.465)  0.117
Cl (-0.204, -0.718, -0.348)  -0.178
Cl (-3.025, 1.184, -0.176)  -0.107
H (1.906, -0.658, 0.889)  0.218
H (1.890, -0.147, -0.989)  0.243
H (1.353, 0.973, 0.179)  0.243

Kohn-Sham gap (spin up / spin down) in eV: 7.051 / 6.880
Molecular weight in g mol⁻¹: 116.91

=====

Model x:
Density functional theory data (ωB97M-V/def2-TZVPD) for CH3Cl2P in the gas phase.

Each line ends with the Mulliken charge.
Element x y z (Å)
C (0.430, -0.041, 0.430)  -0.470
P (-0.878, 1.302, 0.046)  0.123
Cl (1.977, 0.583, 0.021)  -0.150
Cl (-2.445, 0.068, 0.046)  -0.201
H (0.086, -1.114, 0.027)  0.292
H (0.219, -0.154, 1.449)  0.332
H (-0.711, 1.381, -1.444)  0.075

Structure (SMILES): ClCPCl
Kohn-Sham gap in eV: 10.405
Molecular weight in g mol⁻¹: 116.91

=====

Q: Which of them is the least stable? A: model w.

=====

Model w:
Density functional theory data (ωB97M-V/def2-TZVPD) for 6 unconnected molecules or ions with the total composition H12O5S.

Each line ends with the Mulliken charge.
Element x y z (Å)
S (-1.047, 3.286, 1.387)  -0.329
H (-1.189, 4.192, 0.398)  0.138
H (-0.365, 4.261, 2.037)  0.160
H (-0.842, -1.056, -1.607)  0.350
H (-1.900, -0.862, -0.590)  0.310
O (-1.018, -0.590, -0.797)  -0.665
H (0.173, 0.927, -0.645)  0.330
H (0.549, 2.330, -0.963)  0.294
O (0.933, 1.492, -0.728)  -0.558
H (1.907, 1.426, 2.342)  0.311
H (0.969, 0.335, 2.026)  0.289
O (1.890, 0.463, 2.315)  -0.607
H (-0.941, -3.848, 1.049)  0.311
H (-0.302, -2.489, 1.004)  0.326
O (-0.453, -3.216, 1.602)  -0.628
H (1.152, -1.732, -3.040)  0.319
H (0.246, -2.951, -2.925)  0.322
O (0.236, -1.967, -2.864)  -0.672

Structure (SMILES): O.O.O.O.O.S
Kohn-Sham gap in eV: 10.027
Molecular weight in g mol⁻¹: 124.16

=====

Model x:
Density functional theory data (ωB97M-V/def2-TZVPD) for 6 unconnected molecules or ions with the total composition H12O5S.

Each line ends with the Mulliken charge.
Element x y z (Å)
S (6.988, 0.167, -0.535)  -0.286
H (5.957, 0.249, -1.379)  0.138
H (6.455, 1.105, 0.256)  0.148
H (0.040, 0.296, -0.983)  0.276
H (-0.575, -0.466, 0.156)  0.302
O (-0.203, 0.404, -0.052)  -0.581
H (-0.275, -0.367, 4.164)  0.314
H (-0.944, -1.125, 3.047)  0.306
O (-0.099, -0.735, 3.292)  -0.619
H (-2.096, 3.721, 2.072)  0.310
H (-1.947, 2.165, 1.944)  0.323
O (-1.658, 2.947, 2.431)  -0.636
H (-1.146, -4.313, -2.262)  0.314
H (-2.440, -4.675, -2.802)  0.321
O (-1.970, -4.708, -1.945)  -0.635
H (-2.690, 1.742, -2.914)  0.312
H (-1.238, 1.758, -2.371)  0.304
O (-2.159, 1.835, -2.118)  -0.611

Structure (SMILES): O.O.O.O.O.S
Kohn-Sham gap in eV: 9.918
Molecular weight in g mol⁻¹: 124.16

=====

Q: Which of them is the least stable? A: model x.

=====

Model w:
Density functional theory data (ωB97M-V/def2-TZVPD) for 3 unconnected molecules or ions with the total composition C2H11N2O.

Each line ends with the Mulliken charge.
Element x y z (Å)
N (-0.495, 1.190, -0.334)  -0.274
C (-1.753, 0.431, -0.342)  -0.265
C (-1.598, -0.610, 0.812)  -0.875
N (2.761, 0.189, 0.604)  -0.306
H (3.716, 0.511, 0.553)  0.282
H (-0.516, 2.037, -0.903)  0.317
H (0.248, 0.590, -0.733)  0.260
H (-1.941, -0.007, -1.320)  0.279
H (-2.599, 1.113, -0.201)  0.383
H (-1.324, -0.125, 1.775)  0.303
H (-0.793, -1.386, 0.560)  0.251
H (2.311, -0.332, -0.145)  0.339
H (-2.588, -1.107, 0.887)  0.331
H (1.215, -1.645, -1.767)  0.281
H (2.348, 0.286, 1.521)  0.263
O (1.009, -1.134, -0.965)  -0.567

Kohn-Sham gap in eV: 4.571
Molecular weight in g mol⁻¹: 79.12
Total charge: +1

=====

Model x:
Density functional theory data (ωB97M-V/def2-TZVPD) for 2 unconnected molecules or ions with the total composition C2H11N2O.

Each line ends with the Mulliken charge.
Element x y z (Å)
C (1.349, -0.848, -0.722)  -0.449
N (0.144, -1.085, -1.518)  -0.531
C (0.904, -0.614, 0.842)  -0.765
N (-0.328, 0.252, 0.817)  -0.363
H (1.901, 0.021, -1.088)  0.365
H (1.978, -1.738, -0.791)  0.341
H (0.058, -0.598, -2.433)  0.211
H (-0.033, -2.082, -1.698)  0.224
H (1.747, -0.236, 1.397)  0.350
H (0.758, -1.491, 1.388)  0.423
H (-0.602, 0.501, 1.776)  0.379
H (-0.156, 1.127, 0.362)  0.379
H (-1.159, -0.224, 0.399)  0.429
H (-2.808, 2.231, 0.921)  0.317
H (-1.884, 2.665, -0.235)  0.320
O (-1.868, 2.120, 0.582)  -0.632

Kohn-Sham gap in eV: 10.421
Molecular weight in g mol⁻¹: 79.12
Total charge: +1

=====

Q: Which of them is the least stable? A: model w.

=====

Model w:
Density functional theory data (ωB97M-V/def2-TZVPD) for 2 unconnected molecules or ions with the total composition C2H11N2O.

Each line ends with the Mulliken charge.
Element x y z (Å)
C (2.108, 0.158, -0.285)  -0.865
N (1.159, 1.030, 0.509)  -0.258
H (2.207, -0.796, 0.220)  0.341
H (1.691, 0.051, -1.274)  0.352
H (3.060, 0.665, -0.337)  0.372
H (1.646, 1.562, 1.227)  0.392
H (0.403, 0.452, 0.950)  0.320
H (0.682, 1.695, -0.100)  0.361
N (-1.750, -0.059, -1.093)  -0.495
C (-1.346, -1.046, -0.115)  -0.244
O (-1.084, -0.377, 1.137)  -0.625
H (-2.553, -0.334, -1.640)  0.250
H (-1.947, 0.817, -0.634)  0.225
H (-2.096, -1.818, 0.042)  0.378
H (-0.383, -1.489, -0.379)  0.164
H (-1.796, -0.511, 1.772)  0.331

Kohn-Sham gap in eV: 10.211
Molecular weight in g mol⁻¹: 79.12
Total charge: +1

=====

Model x:
Density functional theory data (ωB97M-V/def2-TZVPD) for 2 unconnected molecules or ions with the total composition C2H11N2O.

Each line ends with the Mulliken charge.
Element x y z (Å)
N (-0.760, 0.115, 0.280)  -0.156
C (0.382, 0.787, 0.763)  -0.770
C (1.644, 0.082, 1.234)  -0.439
N (2.187, -0.872, 0.271)  -0.603
H (-1.481, -0.084, 0.936)  0.371
H (-0.491, -0.828, 0.053)  0.359
H (-1.241, 0.579, -0.516)  0.331
H (0.043, 1.455, 1.548)  0.360
H (0.606, 1.608, 0.014)  0.323
H (1.358, -0.459, 2.244)  0.279
H (2.556, 0.687, 1.349)  0.399
H (3.147, -0.474, 0.132)  0.285
H (2.409, -1.834, 0.651)  0.254
H (-2.916, -0.229, -3.160)  0.342
H (-3.707, 0.122, -1.839)  0.332
O (-2.804, -0.057, -2.157)  -0.667

Kohn-Sham gap in eV: 10.420
Molecular weight in g mol⁻¹: 79.12
Total charge: +1

=====

Q: Which of them is the least stable? A: model x.

=====

Model w:
Density functional theory data (ωB97M-V/def2-TZVPD) for C2H6N4 in the gas phase.

Each line ends with the Mulliken charge.
Element x y z (Å)
C (-0.544, -0.189, 0.929)  -0.442
C (0.359, 0.860, 1.224)  -0.718
N (0.875, -1.105, -0.818)  -0.329
N (-0.563, -1.026, -0.344)  -0.158
N (-0.146, -0.302, -1.392)  0.175
N (0.156, 1.017, -1.546)  -0.435
H (-0.300, -0.962, 1.629)  0.297
H (-1.568, -0.096, 1.127)  0.441
H (0.129, 1.922, 1.365)  0.311
H (1.345, 0.574, 0.989)  0.376
H (0.959, -2.000, -1.293)  0.252
H (-0.700, 1.308, -1.869)  0.231

Kohn-Sham gap (spin up / spin down) in eV: 8.493 / 8.927
Molecular weight in g mol⁻¹: 86.10

=====

Model x:
Density functional theory data (ωB97M-V/def2-TZVPD) for C2H6N4 in the gas phase.

Each line ends with the Mulliken charge.
Element x y z (Å)
C (-1.361, -0.128, -0.301)  -0.536
C (-0.112, 0.306, -0.932)  0.019
N (-1.271, -0.646, 0.934)  0.348
N (-0.306, -0.453, 1.730)  -0.734
N (0.875, 0.432, -0.080)  -0.106
N (2.035, 0.968, -0.595)  -0.463
H (-2.294, -0.407, -0.879)  0.256
H (-0.134, 0.511, -1.952)  0.402
H (-2.034, -1.300, 1.323)  0.259
H (-0.312, -1.066, 2.487)  0.156
H (2.008, 1.131, -1.523)  0.191
H (2.907, 0.652, -0.213)  0.206

Kohn-Sham gap in eV: 7.833
Molecular weight in g mol⁻¹: 86.10

=====

Q: Which of them is the least stable? A: model w.

=====

Model w:
Density functional theory data (ωB97M-V/def2-TZVPD) for C2H3ClNOP in the gas phase.

Each line ends with the Mulliken charge.
Element x y z (Å)
C (-2.799, -1.569, -0.020)  0.217
C (-0.064, 0.202, -0.094)  -0.874
N (-3.072, -2.664, 0.164)  -0.272
O (-2.561, 0.487, -1.852)  -0.555
P (-2.255, 0.061, -0.468)  0.760
Cl (-3.101, 1.111, 0.968)  -0.187
H (0.433, -0.644, 0.456)  0.309
H (0.271, 0.326, -1.114)  0.305
H (0.157, 1.170, 0.385)  0.298

Structure (SMILES): C[P@](=O)(Cl)C#N
Kohn-Sham gap in eV: 11.061
Molecular weight in g mol⁻¹: 123.48

=====

Model x:
Density functional theory data (ωB97M-V/def2-TZVPD) for C2H3ClNOP in the gas phase.

Each line ends with the Mulliken charge.
Element x y z (Å)
C (1.359, 0.926, 0.682)  0.241
C (-1.260, -0.027, -0.189)  -0.852
N (1.991, 1.583, 1.364)  -0.270
O (1.036, -0.236, -1.694)  -0.581
P (0.602, -0.272, -0.304)  0.805
Cl (1.182, -2.046, 0.520)  -0.223
H (-1.890, -0.951, -0.458)  0.301
H (-1.421, 0.198, 0.993)  0.299
H (-1.599, 0.826, -0.913)  0.278

Structure (SMILES): C[P@](=O)(Cl)C#N
Kohn-Sham gap in eV: 11.194
Molecular weight in g mol⁻¹: 123.48

=====

Q: Which of them is the least stable? A: model w.